A | Density functional theory data (the ωB97M-V functional and the def2-TZVPD basis) for C3H5O4Zn as an isolated structure.

Computed properties:
- Spin multiplicity: 2
- Kohn-Sham gap (alpha / beta): 7.4440 / 10.0419 eV

Element x y z (Å)
O1 1.05176 0.29478 -0.75525
C1 0.23528 0.00101 0.27177
C2 1.04925 -0.77961 -1.69846
O2 0.37240 0.59960 1.36582
O3 -0.08556 -1.31019 0.25324
C3 0.51711 -1.95277 -0.87377
Zn1 -1.21078 1.63853 1.56644
H1 2.07273 -0.92727 -2.05729
H2 0.39322 -0.52006 -2.53928
H3 1.31328 -2.61917 -0.51972
H4 -0.25274 -2.53204 -1.39365
O4 -1.33766 1.20337 -0.25088
H5 -1.85296 0.52284 -0.68699



B | Density functional theory data (the ωB97M-V functional and the def2-TZVPD basis) for C3H5O4Zn as an isolated structure.

Computed properties:
- Spin multiplicity: 2
- Kohn-Sham gap (alpha / beta): 8.1441 / 7.4684 eV

Element x y z (Å)
C1 0.49406 -1.99903 -0.27056
C2 1.01299 -0.86661 0.57450
O1 1.47686 0.16851 -0.16303
Zn1 0.61705 1.65257 -0.75079
H1 0.45877 -2.92487 0.31881
H2 -0.48990 -1.71658 -0.67899
H3 1.10286 -2.13655 -1.18237
H4 1.70983 -1.13917 1.39312
H5 -0.44417 0.09447 1.11643
O2 -0.77874 1.42198 0.64491
C3 -1.56375 2.24063 -0.11230
O3 -0.83022 2.86431 -0.97442
O4 -2.76565 2.34035 0.08468



Name the most stable of them. A.



A | Density functional theory data (the ωB97M-V functional and the def2-TZVPD basis) for C3H7N3S2 in the gas phase.

Computed properties:
- Kohn-Sham gap: 9.3691 eV

Element x y z (Å)
H1 3.29996 -1.16360 -0.69710
N1 2.88620 -0.38090 -0.15988
C1 1.65112 -0.42095 0.08225
N2 0.71022 -1.27732 -0.45694
C2 0.96411 0.77448 0.80754
S1 0.14151 1.95158 -0.32784
C3 -1.49905 1.34040 -0.38015
N3 -1.80607 0.25339 0.16490
S2 -3.42696 -0.30239 -0.05263
H2 0.97183 -1.93423 -1.13689
H3 -0.27767 -1.10987 -0.38409
H4 0.25686 0.38603 1.54421
H5 1.74792 1.36878 1.24436
H6 -2.24781 1.93967 -0.96989
H7 -3.37217 -1.42505 0.72214



B | Density functional theory data (the ωB97M-V functional and the def2-TZVPD basis) for C3H7N3S2 in the gas phase.

Computed properties:
- Kohn-Sham gap: 8.7987 eV

Element x y z (Å)
C1 2.24388 -0.21600 0.98695
N1 1.66576 -0.73021 -0.01222
N2 0.34135 -0.33511 -0.24033
C2 -0.41173 -1.43010 -0.87748
C3 -0.06146 0.95850 -0.30546
S1 0.91313 2.31618 -0.28073
N3 -1.42977 1.13038 -0.49340
S2 -2.59871 0.37652 0.50077
H1 3.27698 -0.50725 1.13926
H2 1.79047 0.47836 1.67546
H3 -1.16047 -1.02318 -1.54268
H4 -0.90993 -2.07415 -0.12711
H5 0.28880 -2.03001 -1.40428
H6 -1.63231 2.09171 -0.68598
H7 -2.31599 0.99437 1.66722



C | Density functional theory data (the ωB97M-V functional and the def2-TZVPD basis) for C3H7N3S2 as an isolated structure.

Computed properties:
- Kohn-Sham gap: 8.2377 eV

Element x y z (Å)
C1 -1.26880 0.75792 0.21596
C2 -0.35628 0.02702 -0.64867
C3 1.14949 0.26997 -0.26135
H1 -2.65670 -0.60296 1.07560
H2 -2.48631 0.76470 1.88938
H3 -0.74712 2.61487 -0.45940
H4 -0.81478 0.29745 -1.78837
H5 -0.54858 -2.25259 0.31901
H6 1.12420 1.98736 -1.64880
H7 2.48316 2.05138 -0.50082
N1 -1.81113 0.00961 1.46713
N2 -1.55874 2.09102 0.01178
N3 1.74709 1.13061 -1.05373
S1 -0.88841 -1.61552 -0.82286
S2 2.00461 -0.49749 0.96670



Name the most stable of them. A.



A | Density functional theory data (the ωB97M-V functional and the def2-TZVPD basis) for an isolated ion of composition CH2O5P and charge -1.

Computed properties:
- Charge: -1
- Kohn-Sham gap: 10.1453 eV

Element x y z (Å)
O1 -2.14401 -0.44884 -1.88031
C1 -1.07712 -0.03623 -1.44421
O2 -0.42902 -0.60017 -0.46193
P1 0.73572 0.27058 0.56436
O3 1.97728 -0.52625 0.53693
O4 0.56552 1.72040 0.37634
O5 0.15027 -0.15880 2.00947
H1 -0.41294 0.76395 -1.81050
H2 0.63431 -0.98463 2.10985



B | Density functional theory data (the ωB97M-V functional and the def2-TZVPD basis) for an isolated ion of composition CH2O5P and charge -1.

Computed properties:
- Charge: -1
- Kohn-Sham gap: 9.1938 eV

Element x y z (Å)
O1 2.43972 -0.41836 -0.81928
C1 1.66458 0.22435 -0.18099
O2 1.64562 1.27989 0.36801
O3 0.28221 -0.63278 -0.02949
P1 -1.03165 -0.47538 0.86233
O4 -1.33421 1.16880 0.70343
O5 -1.92882 -1.29708 -0.28996
H1 -0.41646 1.35471 0.51584
H2 -1.32101 -1.20415 -1.12989



Name the most stable of them. A.



A | Density functional theory data (the ωB97M-V functional and the def2-TZVPD basis) for C4H3F3 in the gas phase.

Computed properties:
- Kohn-Sham gap: 9.8280 eV

Element x y z (Å)
C1 1.41795 1.24428 0.16156
C2 0.21030 0.67035 0.35690
C3 -0.17189 -0.58356 -0.32622
F1 0.70497 -1.18984 -1.19850
C4 -1.38078 -1.17804 -0.12580
F2 -1.64185 -2.36983 -0.72816
F3 -2.33115 -0.70357 0.72885
H1 1.59402 2.24003 0.58161
H2 2.11530 0.79706 -0.50126
H3 -0.51688 1.07312 1.05103



B | Density functional theory data (the ωB97M-V functional and the def2-TZVPD basis) for C4H3F3 in the gas phase.

Computed properties:
- Kohn-Sham gap: 11.1259 eV

Element x y z (Å)
F1 -3.20617 0.07237 -0.68466
C1 -2.06798 0.30926 -0.02995
F2 -2.27298 1.29760 0.85282
C2 -0.75660 0.08185 -0.68803
C3 0.10360 -0.11025 0.53928
C4 -1.12042 -0.93072 0.38240
F3 -1.33726 -2.24629 0.34758
H1 -0.49585 0.05890 -1.72531
H2 1.04791 -0.61211 0.37544
H3 0.13194 0.65424 1.30542



Name the most stable of them. A.



A | Density functional theory data (the ωB97M-V functional and the def2-TZVPD basis) for a 2-piece molecular cluster, C20H24N2O5S overall.

Computed properties:
- Kohn-Sham gap: 7.9135 eV

Element x y z (Å)
C1 1.84201 -0.25764 -3.41504
N1 1.48569 -1.34567 -2.68792
S1 2.48604 -2.07083 -1.73294
O1 2.34928 -3.57287 -1.84901
O2 4.11146 -1.63370 -2.10642
C2 2.16240 -1.72011 -0.20565
C3 1.27032 -2.58619 0.58855
C4 0.88872 -1.82498 1.73291
C5 1.40001 -0.66343 2.21321
C6 2.30126 0.03852 1.57041
C7 2.43359 -0.41822 0.17241
H1 3.27854 0.17297 -0.50009
H2 2.88328 0.99940 1.90522
O3 0.86295 -0.37121 3.56590
C8 1.49125 0.91695 4.07451
H3 2.50040 0.69573 4.19254
C9 1.10539 2.02215 3.49562
O4 1.82338 2.84095 3.10803
N2 -0.40854 2.37455 3.16353
C10 -1.48361 1.20649 3.42613
H4 -1.00525 0.52438 3.95622
C11 -2.08468 0.60978 2.02459
O5 -2.50342 1.80427 1.24036
C12 -1.44443 2.57044 0.99141
H5 -1.81509 3.74968 0.19659
C13 -0.79929 3.38068 2.34084
H6 0.24245 3.92217 2.13766
H7 -1.69490 3.98041 2.77039
H8 -0.52838 2.07546 0.43084
H9 -2.81472 0.08013 2.32852
H10 -1.24391 0.25751 1.53541
H11 -2.11331 1.92021 3.86324
H12 0.97329 0.84324 5.17545
H13 0.30228 -2.51399 2.44009
H14 0.89941 -3.33664 0.15396
C14 0.14100 -2.07935 -3.32988
C15 -0.89000 -1.25575 -3.12290
C16 -1.28857 -0.91710 -1.77956
C17 -2.39804 -0.05297 -1.68473
C18 -3.50141 -0.17423 -2.71255
C19 -3.16593 -0.89075 -3.63629
C20 -2.11621 -1.67388 -4.05843
H15 -1.77683 -2.06208 -5.00415
H16 -3.81905 -0.90055 -4.53434
H17 -4.30256 0.46263 -2.57951
H18 -2.45997 0.57350 -0.60112
H19 -0.29905 -0.71579 -1.02602
H20 0.44651 -3.11355 -2.64549
H21 0.41321 -2.19485 -4.44941
H22 1.82126 -0.44364 -4.68962
H23 2.86218 0.09732 -3.17943
H24 1.17955 0.67047 -3.26404



B | Density functional theory data (the ωB97M-V functional and the def2-TZVPD basis) for C20H24N2O5S in the gas phase.

Computed properties:
- Kohn-Sham gap: 9.1668 eV

Element x y z (Å)
C1 -4.75709 1.91865 2.26554
C2 -3.31445 2.31189 2.36431
C3 -2.37396 1.47610 2.94127
C4 -1.04276 1.85258 3.03174
C5 -0.63832 3.08414 2.54406
O1 0.66414 3.54355 2.57261
C6 1.60722 2.81271 3.31366
C7 2.03040 1.48839 2.66467
O2 2.52782 0.59312 3.30627
N1 1.79641 1.48245 1.32528
C8 2.01282 0.46871 0.39752
C9 1.56896 0.68001 -0.91089
C10 1.75950 -0.29136 -1.87242
C11 2.39325 -1.47109 -1.52882
S1 2.59239 -2.71686 -2.79122
O3 3.00304 -2.09636 -4.01552
O4 3.37824 -3.80332 -2.27704
N2 0.98095 -3.18410 -2.99421
C12 0.71914 -3.83026 -4.26775
C13 -0.78991 -4.03702 -4.39475
O5 -1.28530 -4.81223 -3.32688
C14 -1.00933 -4.20796 -2.08716
C15 0.49321 -3.98810 -1.89262
C16 2.83944 -1.69266 -0.24037
C17 2.65233 -0.72508 0.73026
C18 -1.57035 3.94730 1.95234
C19 -1.11735 5.27245 1.42230
C20 -2.88981 3.54342 1.87486
H1 -5.09869 1.97679 1.23316
H2 -4.90928 0.90509 2.62682
H3 -5.37395 2.59356 2.85789
H4 -2.67237 0.51316 3.32834
H5 -0.33628 1.17159 3.48079
H6 2.49423 3.45295 3.37162
H7 1.26373 2.61152 4.33518
H8 1.36016 2.32295 0.96116
H9 1.07619 1.60768 -1.16425
H10 1.43567 -0.15250 -2.89085
H11 1.10190 -3.17745 -5.05143
H12 1.23022 -4.80227 -4.32267
H13 -1.02961 -4.58577 -5.30638
H14 -1.29061 -3.05754 -4.40832
H15 -1.40212 -4.88188 -1.32439
H16 -1.52243 -3.23615 -2.02188
H17 0.68376 -3.44676 -0.96445
H18 1.01562 -4.95452 -1.85823
H19 3.33858 -2.62214 -0.01635
H20 2.99478 -0.88231 1.73951
H21 -0.55004 5.80564 2.18276
H22 -0.46032 5.13448 0.56397
H23 -1.96691 5.87751 1.11844
H24 -3.61289 4.20731 1.42251



Name the most stable of them. B.



A | Density functional theory data (the ωB97M-V functional and the def2-TZVPD basis) for C3H3NO3 in the gas phase.

Computed properties:
- Kohn-Sham gap: 10.7201 eV

Element x y z (Å)
O1 2.03910 -0.78075 -0.18668
C1 0.89324 -1.12908 0.04245
N1 -0.21034 -0.28238 0.03989
C2 0.08326 1.11166 0.14702
O2 1.12740 1.64373 0.00569
C3 -1.50415 -0.64395 0.09213
O3 -2.33328 0.17595 -0.24232
H1 0.55636 -2.26216 0.48433
H2 -0.82125 1.63429 0.46264
H3 -1.76255 -1.73876 0.47068



B | Density functional theory data (the ωB97M-V functional and the def2-TZVPD basis) for C3H3NO3 in the gas phase.

Computed properties:
- Kohn-Sham gap: 11.1409 eV

Element x y z (Å)
C1 -1.32841 -0.38207 -0.60963
O1 -0.00733 -0.73297 -1.18007
C2 0.95743 0.11830 -0.58245
O2 1.01560 1.35767 -0.83792
O3 1.92973 -0.34877 0.41034
C3 1.53631 0.23737 1.66367
N1 0.88726 0.59146 2.63085
H1 -1.31479 -0.35427 0.53405
H2 -1.59715 0.66264 -1.02323
H3 -2.07864 -1.14935 -1.00561



Name the most stable of them. A.



A | Density functional theory data (the ωB97M-V functional and the def2-TZVPD basis) for C3H7ClOS in the gas phase.

Computed properties:
- Kohn-Sham gap: 10.2796 eV

Element x y z (Å)
C1 -1.43037 -0.07019 0.04662
C2 -0.02558 -0.72290 0.36363
C3 1.17591 -0.00892 -0.34098
O1 1.18944 -0.16051 -1.66579
S1 1.45886 1.80554 0.09190
Cl1 2.84826 -0.76623 0.44743
H1 -2.04330 -0.89986 0.53272
H2 -1.73459 0.15078 -0.92501
H3 -1.49203 0.94641 0.64397
H4 0.04172 -1.74262 0.05672
H5 0.08520 -0.48473 1.44335
H6 1.91737 0.15352 -2.16412
H7 0.46067 2.07858 -0.70115



B | Density functional theory data (the ωB97M-V functional and the def2-TZVPD basis) for a 2-piece molecular cluster, C3H7ClOS overall.

Computed properties:
- Kohn-Sham gap (alpha / beta): 8.7919 / 6.8220 eV

Element x y z (Å)
C1 -0.47351 1.29892 -1.25463
C2 -0.80585 -0.18403 -1.12742
C3 0.40105 -0.58615 1.67335
O1 1.01606 0.54455 1.67166
S1 1.24868 -1.97132 1.18571
Cl1 0.39491 -1.21454 -1.82155
H1 -0.02530 1.67654 -2.30404
H2 -1.42173 1.91109 -1.13757
H3 0.08447 1.62081 -0.39642
H4 -1.83014 -0.40604 -1.26217
H5 -0.32200 -0.66455 2.40938
H6 1.44227 0.73274 0.75773
H7 0.29110 -2.75802 1.60597



Name the most stable of them. A.



A | Density functional theory data (the ωB97M-V functional and the def2-TZVPD basis) for Cl2H2NOP in the gas phase.

Computed properties:
- Kohn-Sham gap: 10.0818 eV

Element x y z (Å)
N1 0.25731 -0.14185 -0.81245
P1 -1.11964 -0.00604 0.03002
O1 -0.82127 0.03495 1.57857
Cl1 -2.15327 1.72277 -0.07875
Cl2 -2.58045 -1.38010 -0.21228
H1 0.28680 0.00498 -1.87834
H2 -0.74788 -0.82769 1.92668



B | Density functional theory data (the ωB97M-V functional and the def2-TZVPD basis) for a 2-piece molecular cluster, Cl2H2NOP overall.

Computed properties:
- Kohn-Sham gap (alpha / beta): 7.8835 / 8.7571 eV

Element x y z (Å)
N1 -0.73611 -0.06392 0.52991
O1 -1.37747 0.51570 1.63926
P1 0.94013 0.35356 -1.70162
Cl1 2.61222 0.45094 -0.63190
Cl2 0.75941 -1.59331 -2.02059
H1 -0.70646 0.51462 2.33525
H2 -1.49171 -0.17760 -0.15032



Name the most stable of them. A.